1.
This record from the Open Molecules 2025 dataset describes a 2-piece molecular cluster, C4H9NO2 overall. The level of theory is ωB97M-V with the def2-TZVPD basis set.

Results
HOMO-LUMO gap (alpha / beta) = 6.96 / 6.96 eV
LUMO level (alpha / beta) = -0.2 / -0.2 eV
relative energy (zero: lowest compared OMol25 entry of this formula, charge and spin) = 95.35 kcal per mole

ORCA input file:
```
! wB97M-V def2-TZVPD RIJCOSX def2/J DEFGRID3
* xyz 0 1
C 1.90 0.60 -0.84
C 1.40 -0.68 -0.29
O 1.57 -1.06 0.94
C -0.73 0.55 0.46
C -1.20 -0.51 -0.37
O -0.65 -0.86 -1.45
N -2.25 -1.30 0.08
H 1.95 1.38 -0.08
H 1.27 0.91 -1.67
H 2.92 0.39 -1.22
H 1.34 -1.53 -0.97
H 1.35 -0.29 1.50
H -1.28 0.75 1.38
H -0.44 1.45 -0.08
H -2.58 -1.97 -0.60
H -2.96 -0.86 0.65
*
```

List of Mulliken charges in e, atom by atom: atom 1 (C): -1.01, atom 2 (C): -0.01, atom 3 (O): -0.39, atom 4 (C): -1.39, atom 5 (C): 1.05, atom 6 (O): -0.74, atom 7 (N): -0.47, atom 8 (H): 0.34, atom 9 (H): 0.33, atom 10 (H): 0.35, atom 11 (H): 0.41, atom 12 (H): 0.49, atom 13 (H): 0.33, atom 14 (H): 0.23, atom 15 (H): 0.25, atom 16 (H): 0.22

2.
This record from the Open Molecules 2025 dataset describes an isolated ion of composition C6H10N and charge +1. The level of theory is ωB97M-V with the def2-TZVPD basis set.

Results
HOMO-LUMO gap = 6.66 eV
LUMO level = -6.5 eV
relative energy (zero: lowest compared OMol25 entry of this formula, charge and spin) = 129.36 kcal per mole

ORCA input file:
```
! wB97M-V def2-TZVPD RIJCOSX def2/J DEFGRID3
* xyz 1 1
C -1.30 0.55 1.17
C 0.86 -0.17 1.98
C -1.81 -0.34 0.05
C -0.79 -0.77 -0.64
C 0.81 0.58 -1.95
C 0.52 -0.83 -1.16
N 0.06 0.43 1.38
H -1.20 1.67 1.01
H -1.90 0.44 2.08
H 0.90 -0.55 3.07
H 1.80 -0.23 1.35
H -2.77 -0.84 -0.14
H 0.79 1.35 -1.03
H 1.80 0.67 -2.34
H 0.26 0.74 -2.79
H 1.16 -0.91 -0.30
H 0.82 -1.80 -1.75
*
```

List of Mulliken charges in e, atom by atom: atom 1 (C): -0.45, atom 2 (C): -0.39, atom 3 (C): -0.38, atom 4 (C): 0.43, atom 5 (C): -0.98, atom 6 (C): -0.08, atom 7 (N): -0.23, atom 8 (H): 0.30, atom 9 (H): 0.42, atom 10 (H): 0.28, atom 11 (H): 0.29, atom 12 (H): 0.40, atom 13 (H): 0.24, atom 14 (H): 0.37, atom 15 (H): 0.39, atom 16 (H): -0.02, atom 17 (H): 0.39

F_max, respectively: 0.4; 8.6 eV Å⁻¹.
E, respectively: -362.9336; -288.8768 hartree.